[1]
A 5-piece molecular cluster, C10H30O10 overall. Source: OMol25; level of theory: ωB97M-V with the def2-TZVPD basis set.

E_HOMO   -8.98 eV
Energy above the lowest of the compared OMol25 structures with the same formula, charge and spin   151.3 kcal/mol
E   -1151.0898 Ha
Frontier orbital gap   9.49 eV
Net charge   0
SMILES string   OCCO.OCCO.OCCO.OCCO.OCCO

```
50
Properties=species:S:1:pos:R:3:forces:R:3
O -4.446803 -4.532536 3.480173 10.6419 2.6225 -6.1436
C -3.460260 -3.553342 4.029527 -2.8412 0.1619 -0.8025
C -2.152667 -4.007378 3.424669 -0.9371 2.2754 -0.5861
O -1.224256 -2.918116 3.491962 1.0076 0.9671 0.9388
H -5.097890 -4.679031 3.959083 -9.3262 -1.8068 7.2835
H -3.959023 -2.504957 3.735825 1.9977 -2.0171 0.5583
H -3.287283 -3.608157 5.130705 -0.8601 0.0408 -0.5457
H -2.321549 -4.543648 2.474935 0.3931 1.5122 -0.4656
H -1.760562 -4.776414 3.959895 0.9337 -2.3107 2.1926
H -1.000959 -2.592394 4.444146 -0.9612 -1.3836 -2.4605
O -0.295458 4.656140 -1.738902 -1.1448 -1.1991 1.6606
C -1.446309 4.160307 -2.434001 1.4867 -1.5874 2.7788
C -1.786589 2.780573 -1.578053 -7.4383 8.3815 -0.2373
O -2.954628 2.261036 -2.194968 -0.6373 2.9892 1.9546
H 0.224734 5.277804 -2.186394 0.7509 1.3038 -1.3309
H -2.268235 4.820471 -2.399541 -1.1400 0.8138 0.4859
H -1.177758 4.105912 -3.455356 0.0632 -1.1761 -1.2736
H -2.089730 3.108655 -0.496201 0.8981 -0.4977 -1.9351
H -1.010232 2.256656 -1.587210 6.3738 -4.9441 -0.1029
H -2.708441 1.479213 -2.547043 0.8028 -4.0993 -1.9879
O 2.602784 -1.589051 -1.936401 0.0412 5.0817 5.3157
C 2.333515 -0.356607 -2.607436 -1.0854 -3.0821 -1.6538
C 3.238736 -0.295591 -3.788283 0.6914 2.7958 0.0826
O 3.055761 0.906167 -4.525663 -0.1058 0.7341 0.1359
H 2.713200 -2.347632 -2.366635 0.5578 -4.2599 -3.6127
H 1.277097 -0.572721 -2.891341 0.4309 1.4825 -0.4377
H 2.431523 0.513761 -1.992746 0.1396 0.1587 0.7149
H 3.196911 -0.993538 -4.510134 -1.6100 -3.5646 -2.0052
H 4.291971 -0.387529 -3.638674 0.9730 0.2058 1.7684
H 3.869528 0.950793 -5.029212 -0.0933 0.6218 -0.3697
O -0.340168 -0.610484 1.947305 0.5235 1.2252 1.0881
C -0.564733 -0.908026 0.614877 -1.1557 -0.8486 1.3155
C 0.177374 -2.164071 0.304302 1.1080 -1.2522 2.9205
O 0.013257 -2.476069 -0.970896 -1.8578 -2.0773 -3.2797
H -0.604801 -1.423384 2.359584 -0.2362 -0.5876 1.2956
H -1.649939 -1.039711 0.526722 0.0268 -0.1341 -0.8008
H -0.263138 -0.062694 0.058644 0.4603 0.7276 -1.1260
H -0.213055 -3.113429 0.725728 0.0792 1.0354 1.5215
H 1.303823 -2.062044 0.559089 -1.6257 -0.0535 0.0261
H 0.654791 -1.934096 -1.303496 2.6094 1.8037 -3.0414
O 0.427388 2.312116 2.363790 -2.3928 0.6067 1.9582
C 1.671452 2.413414 1.883760 0.7946 -1.4199 -1.8769
C 1.648483 2.334947 0.343221 -2.0417 3.9103 1.8121
O 2.918852 2.616274 -0.065265 3.1035 -1.4145 -1.7967
H -0.037177 1.624903 1.925283 -0.7401 -1.2654 -0.2457
H 2.052831 3.300229 2.322349 0.8464 1.0788 -0.3699
H 2.323145 1.600971 2.140094 0.6062 -0.8466 0.9194
H 1.011027 3.305877 0.120532 0.9735 -2.1267 -0.4396
H 1.143730 1.440602 -0.045258 0.3193 0.0343 0.0591
H 3.539730 1.825828 -0.037090 -1.4035 1.3842 0.1410
```
Positions in Å, forces in eV/Å.

***

[2]
C10H30O2P2SiZn as an isolated structure. Source: OMol25; level of theory: ωB97M-V with the def2-TZVPD basis set.

E_HOMO   -5.55 eV
E   -3300.7308 Ha
Frontier orbital gap   6.18 eV
Net charge   0

```
46
Properties=species:S:1:pos:R:3:forces:R:3
Zn 0.175311 -0.389348 -0.933568 0.6848 -1.9650 -9.9027
H 0.729070 -0.346022 0.390327 4.3823 -3.2019 1.7975
H -0.060539 -0.758857 0.417238 0.3222 -5.2560 2.4066
P 2.344477 0.435664 -1.325109 2.0309 1.0840 -0.4523
P -1.771009 -1.686827 -1.197582 -1.9797 -1.0418 -0.1911
C -3.359392 -0.777608 -1.450853 -0.0967 -0.1422 -0.0597
H -4.206513 -1.467207 -1.614785 0.2602 0.3399 0.0424
H -3.558035 -0.149717 -0.566580 0.0297 -0.2425 -0.2920
H -3.246770 -0.113765 -2.323759 -0.0637 -0.2407 0.2835
C -1.714027 -2.796886 -2.669871 -0.0478 0.1061 0.0919
H -0.838520 -3.458615 -2.572696 -0.3088 0.1949 -0.0818
H -2.636728 -3.397106 -2.759165 0.3913 0.2066 0.0563
H -1.579571 -2.177439 -3.571241 0.0016 -0.2204 0.3687
C -2.204685 -2.865806 0.158538 -0.1750 -0.0556 -0.1271
H -2.404834 -2.294451 1.080377 0.0776 -0.2184 -0.3105
H -3.091001 -3.474132 -0.096216 0.3578 0.1978 0.1746
H -1.340279 -3.526359 0.337521 -0.3235 0.2262 -0.0285
C 3.075851 -0.156755 -2.911506 0.0009 0.1061 0.1050
H 4.103079 0.224210 -3.050067 -0.3881 -0.1884 0.0628
H 3.077875 -1.258563 -2.902680 0.0108 0.3781 -0.0596
H 2.434727 0.180582 -3.741841 0.2006 -0.1749 0.3428
C 2.550881 2.267602 -1.455017 0.2177 0.0078 -0.0737
H 2.243618 2.731038 -0.502876 0.1396 -0.1410 -0.3196
H 3.593929 2.548645 -1.685223 -0.4167 0.0112 0.0784
H 1.882190 2.640617 -2.248382 0.2612 -0.1152 0.2601
C 3.653853 -0.020550 -0.102949 0.0902 0.1162 -0.1197
H 3.675878 -1.118657 -0.009034 0.0132 0.3951 0.0105
H 4.648162 0.347509 -0.413218 -0.3683 -0.1791 0.1783
H 3.394398 0.408847 0.879404 0.1013 -0.1862 -0.3312
C -0.704411 1.315161 -0.834934 -3.3336 6.3758 -1.2726
O -1.241128 2.356889 -0.811955 1.7925 -3.4806 0.1894
H 0.101554 -0.369150 -2.590111 0.1489 -0.3671 -0.7942
C -0.438903 2.909172 2.418808 -0.0191 0.2184 -0.0699
Si -0.472249 1.044232 2.492570 0.1203 -0.2745 -1.1168
C 0.854958 0.451400 3.661926 0.2005 -0.1882 -0.0056
C -2.142150 0.468810 3.093013 -0.2011 -0.1486 -0.0568
O -0.168222 0.371172 0.884012 -4.1900 8.0642 9.2247
H -0.614658 3.321044 3.433666 0.1322 -0.0706 -0.5327
H -1.233656 3.269809 1.735428 0.4854 -0.0329 0.3717
H 0.551098 3.245787 2.048257 -0.5606 0.0059 0.2019
H 0.669430 0.866761 4.673588 0.2025 -0.2633 -0.4772
H 0.838682 -0.656890 3.706758 0.1583 0.5799 0.0874
H 1.845764 0.792197 3.296931 -0.4343 -0.2568 0.3367
H -2.926236 0.816891 2.389395 0.2832 -0.2429 0.4668
H -2.154643 -0.639217 3.141200 -0.1547 0.5614 0.0473
H -2.336627 0.885890 4.102264 -0.0359 -0.2806 -0.5102
```
Positions in Å, forces in eV/Å.

***

[3]
A 5-piece molecular cluster, C10H30O5 overall. Source: OMol25; level of theory: ωB97M-V with the def2-TZVPD basis set.

E_HOMO   -9.52 eV
Energy above the lowest of the compared OMol25 structures with the same formula, charge and spin   26.0 kcal/mol
E   -775.1190 Ha
Frontier orbital gap   9.89 eV
Net charge   0
SMILES string   CCO.CCO.CCO.CCO.CCO

```
45
Properties=species:S:1:pos:R:3:forces:R:3
C -3.554012 27.161583 -14.018947 -0.1940 -1.0714 -1.1825
C -4.589785 27.236570 -15.177909 -0.2475 0.8547 1.4465
O -5.814042 26.716433 -14.671877 0.0340 -0.8467 0.2954
H -3.496989 26.125742 -13.684458 -0.0009 -0.3029 -0.2459
H -3.828290 27.666259 -13.092563 -0.0876 0.6661 -0.4852
H -2.558017 27.395361 -14.395040 -0.0184 0.3919 0.2866
H -4.364408 26.749216 -16.126481 0.6797 -0.2680 0.2109
H -4.877098 28.260833 -15.415468 0.8151 0.4197 -0.1649
H -6.466602 27.109300 -15.256188 -0.9024 0.0629 -0.1369
C -5.442131 22.314115 -16.409444 -1.1656 0.1290 -0.2706
C -5.565463 23.739644 -15.924688 1.3185 -0.0126 -0.0236
O -6.762676 24.020622 -15.185503 0.8520 -0.6054 -0.8467
H -6.167128 22.245749 -17.220498 -0.0533 -0.5911 -0.0913
H -5.710037 21.598770 -15.631876 0.0728 -0.0002 0.0165
H -4.461456 22.069409 -16.817467 0.0353 0.2503 0.1585
H -5.445785 24.413187 -16.773292 -0.5321 0.1312 -0.3531
H -4.654488 23.974438 -15.374139 -0.1183 0.0724 0.8513
H -6.629911 24.957506 -15.023562 -0.2888 0.5735 0.6602
C -7.482144 26.453896 -18.448932 -0.8730 -0.5775 -0.5440
C -8.433545 26.794223 -17.274501 0.5620 0.0336 -2.3383
O -7.614526 27.602953 -16.453803 -0.6656 0.3257 1.3218
H -8.029281 26.164282 -19.346079 -0.1153 -0.2320 -0.0266
H -6.808551 25.632786 -18.203688 -0.1118 -0.0530 0.2128
H -6.844624 27.281272 -18.760588 -0.2337 0.2831 0.3366
H -8.938036 25.910019 -16.884897 0.8495 -0.1139 0.9074
H -9.293435 27.397078 -17.566482 0.0522 0.1523 -0.4904
H -7.905774 28.485282 -16.695192 0.4205 0.2601 0.4940
C -8.214652 26.235750 -10.632595 0.8339 0.8488 -0.1595
C -7.723004 26.387075 -12.066305 -0.4268 0.3782 0.3367
O -6.944835 27.584275 -12.211908 -0.5098 -0.3575 0.5101
H -8.705620 25.280211 -10.448182 0.2254 0.0341 0.0676
H -8.917214 27.051474 -10.461978 -0.1939 -0.0978 0.1270
H -7.362725 26.456500 -9.989477 -0.0782 -0.5314 0.3984
H -8.673721 26.479430 -12.591392 0.2123 -0.1413 -0.9855
H -7.117311 25.555866 -12.427316 -0.2924 -0.2730 0.0774
H -6.338482 27.386676 -12.929466 0.1460 0.1171 -0.3638
C -9.107236 20.180079 -13.132744 0.0884 1.0840 1.3476
C -8.818585 21.670898 -13.319700 0.2978 0.2465 -1.1009
O -7.419991 21.854264 -13.358272 1.0415 -0.8620 0.0545
H -8.946909 19.585560 -14.032152 0.1829 0.1406 0.1806
H -10.105314 20.014723 -12.727043 -0.1651 0.0042 -0.2745
H -8.428694 19.949520 -12.311452 0.1543 -0.8108 -0.2025
H -9.117972 22.370626 -12.539412 -1.0402 -0.5110 0.2189
H -9.232081 21.968525 -14.283305 -0.3112 0.3929 -0.0133
H -7.158523 22.592720 -13.913185 -0.2479 0.4065 -0.2171
```
Positions in Å, forces in eV/Å.

***

[4]
A 5-piece molecular cluster, C10H30O5 overall. Source: OMol25; level of theory: ωB97M-V with the def2-TZVPD basis set.

E_HOMO   -9.94 eV
Energy above the lowest of the compared OMol25 structures with the same formula, charge and spin   49.6 kcal/mol
E   -775.0815 Ha
Frontier orbital gap   10.26 eV
Net charge   0
SMILES string   CCO.CCO.CCO.CCO.CCO

```
45
Properties=species:S:1:pos:R:3:forces:R:3
C -22.901110 13.305880 -10.532220 0.0196 1.0036 0.4585
C -21.491370 13.666430 -10.909420 -0.3690 1.1510 2.1844
O -21.157170 13.078110 -12.061510 1.5634 -1.9803 -2.7027
H -23.059370 12.229530 -10.465010 0.2458 0.0530 0.0193
H -23.635080 13.724330 -11.220900 0.0161 0.0222 0.0203
H -23.003130 13.769630 -9.551090 -0.6960 -0.1647 0.1475
H -20.823840 13.381750 -10.096120 0.0723 -0.5297 0.3743
H -21.223120 14.716560 -11.025040 -1.0063 0.7744 0.3898
H -20.201690 13.017720 -11.990800 0.1622 -0.3274 -0.8898
C -20.381790 5.083270 1.437280 0.8175 0.2874 0.1390
C -20.516610 3.570690 1.547440 -0.5239 0.1527 -0.2246
O -20.389730 3.003590 2.863760 0.0475 0.7008 -0.2634
H -19.357950 5.342510 1.706810 -0.1042 0.3528 0.5783
H -21.128440 5.692510 1.946630 0.1623 -0.3078 0.4858
H -20.426050 5.443040 0.409320 -0.2504 -0.5561 -0.3555
H -19.753780 3.156460 0.888190 -0.1771 -0.2785 -0.1021
H -21.518850 3.334480 1.189930 0.0473 -0.4462 -0.1886
H -19.713930 2.321880 2.850660 -0.0187 0.0949 -0.0694
C -15.058090 16.567090 -9.636630 -0.8112 1.2543 0.2449
C -14.238710 16.168580 -10.817500 1.7889 -0.9600 0.8935
O -14.967030 15.555150 -11.839490 -0.3538 0.2201 -0.7130
H -14.437240 16.979460 -8.841270 0.1520 -0.1974 0.0527
H -15.721850 15.811080 -9.217150 0.3760 -0.3877 -0.1988
H -15.726280 17.381400 -9.916880 -0.1372 0.1606 -0.0742
H -13.471700 15.471710 -10.479620 -0.1277 -0.7066 0.2270
H -13.539350 16.928110 -11.166960 -0.6492 0.7972 -0.2736
H -14.882300 16.122610 -12.609180 -0.2457 -0.1874 -0.1565
C -15.882090 9.655300 -10.265360 1.9149 -0.1558 0.3132
C -16.599790 8.792650 -11.225270 -1.3607 0.8374 -1.1920
O -17.733870 8.243950 -10.558610 0.2691 -0.8105 -0.2168
H -15.561370 8.988750 -9.464770 -0.1954 0.2059 0.4697
H -16.412370 10.522170 -9.871100 -0.2099 -0.1436 -0.1227
H -14.929700 9.980960 -10.683670 -0.0384 0.4016 -0.1666
H -15.951280 8.097490 -11.758480 -0.0859 -0.8311 0.8918
H -16.993960 9.334700 -12.084880 -0.0371 0.6382 -0.0907
H -17.986030 8.930710 -9.937020 -0.2592 -0.1384 0.1245
C -18.796860 11.564760 -3.780450 -0.9802 0.0110 0.3603
C -20.187420 11.191870 -4.298920 0.1846 0.9763 0.0423
O -19.993370 10.706290 -5.602910 -0.2010 -0.6475 -0.5498
H -18.325870 10.611420 -3.540860 0.5198 0.3540 0.0333
H -18.869330 12.216210 -2.909560 -0.0326 -0.3324 0.3197
H -18.236290 12.163030 -4.498750 -0.0535 -0.4223 -0.2962
H -20.881770 12.029930 -4.359340 0.1556 0.5323 0.1782
H -20.717980 10.472430 -3.675230 0.3722 -0.3471 0.2670
H -20.838080 10.336750 -5.870280 0.0368 -0.1235 -0.3683
```
Positions in Å, forces in eV/Å.

***

[5]
A 7-piece molecular cluster, C10H32O7 overall. Source: OMol25; level of theory: ωB97M-V with the def2-TZVPD basis set.

E_HOMO   -9.80 eV
Energy above the lowest of the compared OMol25 structures with the same formula, charge and spin   63.8 kcal/mol
E   -926.7541 Ha
Frontier orbital gap   10.17 eV
Net charge   0
SMILES string   C1CCOC1.CO.CO.CO.CO.CO.CO

```
49
Properties=species:S:1:pos:R:3:forces:R:3
C -2.327807 0.260219 -1.343853 -0.8603 1.4735 0.4006
C -2.155362 -0.846341 -0.304982 0.2255 0.4412 -0.7790
C -0.693358 -0.635803 0.066607 -0.6527 -1.2739 0.2667
O -0.585496 0.754575 0.181913 0.6883 1.0136 0.1611
C -1.388063 1.399233 -0.815246 -0.4523 -1.0704 -0.6025
H -3.344871 0.664961 -1.314712 -0.0103 -0.2246 -0.1479
H -2.149376 0.006593 -2.386440 0.3967 -0.3007 0.1221
H -2.417032 -1.824395 -0.702998 0.1080 -0.1030 0.1692
H -2.776699 -0.590035 0.553664 -0.0214 -0.2663 0.0844
H -0.013504 -1.059618 -0.679596 0.0004 0.1910 -0.1019
H -0.483733 -1.125757 1.020100 0.3064 0.3827 0.0528
H -0.800147 1.814275 -1.637723 0.3033 -0.0748 0.1814
H -1.931968 2.218150 -0.346618 -0.0267 -0.0689 0.1258
C 1.752198 3.156446 1.575183 0.7057 0.5324 0.3709
O 0.433122 2.829496 1.924605 -0.0856 0.1348 0.0919
H 2.485041 2.440204 1.976816 -0.1298 -0.2885 -0.4988
H 1.870824 3.340286 0.503659 0.1172 -0.3725 -0.0355
H 2.076734 4.088904 2.056257 -0.5817 0.0167 0.0357
H 0.130165 2.132839 1.325739 -0.0238 -0.1900 0.0503
C 3.766538 -0.756141 0.098550 -0.3735 0.3343 0.5300
O 2.508263 -1.429466 0.081241 0.4742 0.0786 0.4940
H 4.475323 -1.183786 0.814722 0.0230 -0.4680 -0.3421
H 4.146691 -0.774870 -0.916992 0.2350 0.0999 0.0345
H 3.636960 0.267990 0.471803 -0.0574 0.1258 -0.4775
H 2.234246 -1.503779 1.011370 -0.3244 -0.0730 -0.2134
C -5.295929 2.270784 0.848905 -0.5656 -0.3414 0.8092
O -5.862140 3.519176 0.484245 -0.0402 -0.0551 0.0586
H -6.036494 1.583005 1.287772 -0.3258 0.2031 -0.5218
H -4.891877 1.808906 -0.049933 0.3670 -0.0440 0.2294
H -4.611112 2.346404 1.700100 0.6006 0.2102 -0.5894
H -5.560516 4.190942 1.097547 -0.0171 0.0240 0.0229
C 0.801709 -2.408984 3.511595 -0.0222 -1.3713 0.6673
O 1.500593 -1.442078 2.761072 -0.1030 0.2484 0.1708
H 1.362428 -2.749597 4.393599 0.0579 0.3656 -0.0416
H -0.196623 -2.125908 3.856304 0.0715 0.4095 -0.2401
H 0.688072 -3.328073 2.931818 0.0105 0.3257 -0.3621
H 1.601325 -0.663874 3.320904 0.0329 0.0516 -0.2177
C 1.887821 0.292961 -3.110193 0.1027 -0.0260 0.0528
O 2.606456 1.478169 -3.411385 0.0922 0.2527 -0.1660
H 1.179764 0.196824 -3.930597 -0.1924 -0.1539 0.1871
H 2.495807 -0.613251 -3.089559 0.1852 0.1075 -0.1469
H 1.373494 0.347861 -2.144496 -0.1363 0.1148 -0.0914
H 3.302126 1.658026 -2.776002 -0.0468 -0.2375 0.1747
C 0.593898 -3.590328 -1.890156 0.3311 0.5748 0.8819
O 1.729107 -2.810750 -2.214326 0.0863 0.1951 -0.2127
H 0.528853 -3.721779 -0.800176 0.0690 -0.2836 -0.1003
H -0.341204 -3.085019 -2.158015 0.0195 -0.1947 -0.4102
H 0.712589 -4.559855 -2.365679 -0.2936 -0.0261 -0.0891
H 1.983165 -2.237741 -1.466413 -0.2669 -0.3993 -0.0379
```
Positions in Å, forces in eV/Å.

***

> What is the frontier orbital gap in the third record?

9.89 eV

***

> net charge of number 5 (C10H32O7)?

0

***

> The highest E belongs to which entry?

number 4

***

> E of number 3 (C10H30O5)?

-775.1190 Ha